Entry 1:
C4H9NO | ωB97M-V/def2-TZVPD

Each line ends with the Löwdin charge.
Positions of all 15 atoms, in Å:
O 1.31583 -0.59595 2.15241  -0.09
N -0.72107 0.09678 -2.22665  0.04
C 0.44503 -0.29375 -0.01273  -0.26
C -0.95671 -0.82725 0.05439  -0.08
C -0.65455 0.34003 -0.81313  -0.37
C 1.04298 0.40599 1.16967  -0.26
H 1.53001 -0.11973 3.01559  0.12
H -0.20185 0.81510 -2.69179  0.06
H -1.68925 0.11232 -2.55115  0.08
H 0.34946 1.14101 1.55734  0.11
H -1.48841 -0.59389 0.98078  0.11
H 1.95490 0.92440 0.79669  0.12
H -1.14289 -1.81811 -0.41567  0.12
H -0.94315 1.34963 -0.46892  0.14
H 1.15967 -0.93657 -0.54684  0.15

Summary:
- LUMO (eV) = 1.0
- gap between HOMO and LUMO (eV) = 10.254
- 2S+1 = 1
- SMILES string = N[C@H]1C[C@@H]1CO
- charge = 0

---

Entry 2:
C4H9NO | ωB97M-V/def2-TZVPD

Each line ends with the Löwdin charge.
Positions of all 15 atoms, in Å:
O -0.18547 -0.60884 1.65964  -0.13
N 1.55038 -0.42365 0.14217  0.03
C -0.69890 -1.69407 1.11108  0.07
C 0.73767 0.12665 0.90975  -0.25
C 2.49759 0.41200 -0.56309  -0.12
C -2.32432 0.25622 -0.83437  -0.06
H 3.50111 0.00956 -0.39804  0.08
H 2.29361 0.34720 -1.63638  0.08
H -1.34421 -2.05918 1.94648  0.02
H -2.43333 0.71334 0.15436  0.02
H -1.99841 1.01305 -1.55216  0.02
H 0.64869 1.18870 1.15783  0.14
H -1.59082 -0.55419 -0.78311  -0.02
H -3.28768 -0.15327 -1.14792  0.02
H 2.48141 1.47038 -0.26118  0.08

Summary:
- LUMO (eV) = 0.4
- gap between HOMO and LUMO (eV) = 9.183
- 2S+1 = 1
- charge = 0

---

Entry 3:
C4H9NO | ωB97M-V/def2-TZVPD

Each line ends with the Löwdin charge.
Positions of all 15 atoms, in Å:
O 0.49510 1.86570 -0.03327  -0.06
N -1.74752 -1.07994 -0.20700  0.00
C 1.68794 -1.34778 -0.16908  0.02
C 1.13304 -0.27495 0.41889  -0.13
C -1.30259 0.22979 0.29724  -0.24
C 0.10875 0.55246 -0.30356  -0.46
H 0.16208 0.42897 -1.38474  0.14
H 2.43528 -1.89616 0.38442  0.05
H -1.10917 0.31972 1.41908  0.13
H -2.63816 -1.36096 0.22883  0.07
H -2.00661 1.05454 -0.04000  0.12
H -1.03968 -1.74093 0.07485  0.04
H 1.36884 0.08504 1.41843  0.11
H 1.32080 -1.65196 -1.12151  0.05
H 0.01572 2.43868 -0.72508  0.14

Summary:
- LUMO (eV) = 1.0
- gap between HOMO and LUMO (eV) = 10.430
- 2S+1 = 1
- SMILES string = C=C[C@H](O)CN
- charge = 0

---

Entry 4:
C4H9NO | ωB97M-V/def2-TZVPD

Each line ends with the Löwdin charge.
Positions of all 15 atoms, in Å:
O 1.57072 0.39326 1.28993  -0.07
N 0.46617 0.60064 -1.19871  0.01
C 0.98918 -0.80646 0.85490  -0.25
C 0.54105 -0.66892 -0.57129  -0.26
C -1.50956 0.83813 0.27661  -0.08
C -0.85894 0.13411 -0.88886  -0.26
H -0.98491 -0.96636 -1.00045  0.13
H -2.35574 0.25768 0.65135  0.08
H -1.90353 1.81891 -0.02325  0.08
H 1.69725 -1.64467 0.91693  0.12
H 0.72054 0.57635 -2.17459  0.11
H 0.13184 -1.06976 1.50243  0.12
H 1.46674 0.99815 0.53475  0.07
H -0.79271 1.01894 1.08799  0.07
H 0.82189 -1.47999 -1.25775  0.15

Summary:
- LUMO (eV) = 1.0
- gap between HOMO and LUMO (eV) = 9.674
- 2S+1 = 1
- SMILES string = C[C@H]1N[C@H]1CO
- charge = 0

---

Entry 5:
C4H9NO | ωB97M-V/def2-TZVPD

Each line ends with the Löwdin charge.
Positions of all 15 atoms, in Å:
O -1.52413 1.00253 0.50153  -0.07
N 0.15824 -0.48280 -0.00038  -0.20
C -0.84568 -0.03380 0.81304  -0.22
C -1.35287 1.66137 -0.68883  -0.09
C 1.14484 0.54652 -0.40945  -0.07
C 0.70478 -1.78063 0.36095  -0.08
H -0.02797 -2.57337 0.18197  0.09
H 1.02211 -1.82895 1.41506  0.09
H 1.11195 1.43336 0.22890  0.09
H 1.00227 0.88293 -1.43975  0.08
H -1.21783 0.96031 -1.51232  0.05
H -1.09687 -0.51425 1.75470  0.14
H 1.57660 -1.97927 -0.26553  0.08
H 2.12740 0.08621 -0.30605  0.08
H -2.09337 2.44235 -0.77951  0.03

Summary:
- LUMO (alpha / beta) (eV) = 0.8 / 0.8
- gap between HOMO and LUMO (alpha / beta) (eV) = 7.574 / 6.969
- 2S+1 = 1
- charge = 0

---

Entry 6:
C4H9NO | ωB97M-V/def2-TZVPD

Each line ends with the Löwdin charge.
Positions of all 15 atoms, in Å:
O 0.73967 -0.74349 -0.84428  -0.04
N -2.03287 -0.25740 -0.31149  -0.01
C 0.36253 0.13108 0.20715  -0.52
C 0.54244 1.60135 -0.09634  -0.03
C -0.99781 -0.24172 0.76816  -0.20
C 1.56134 -0.73732 0.32651  -0.07
H -1.77137 -1.01467 -1.04017  0.11
H -0.30924 2.10078 -0.65994  0.10
H 2.51656 -0.25740 0.19142  0.11
H 1.52209 1.85794 -0.57231  0.10
H -0.93778 -1.21230 1.25465  0.11
H -2.18443 0.65502 -0.73588  0.05
H 1.52849 -1.60999 0.92971  0.10
H -1.28078 0.59241 1.48256  0.13
H 0.41814 2.11761 0.85166  0.07

Summary:
- LUMO (eV) = 1.0
- gap between HOMO and LUMO (eV) = 10.171
- 2S+1 = 1
- SMILES string = C[C@]1(CN)CO1
- charge = 0

---

Entry 7:
C4H9NO | ωB97M-V/def2-TZVPD

Each line ends with the Löwdin charge.
Positions of all 15 atoms, in Å:
O 0.81030 0.52047 0.05855  -0.20
N -1.90083 0.19250 -0.89227  0.01
C -1.97097 0.44703 0.54487  -0.19
C -1.20448 -0.73350 0.19306  -0.23
C 0.28338 -0.78586 0.19302  -0.22
C 2.21822 0.53682 0.05438  -0.11
H -1.82546 -1.49236 -0.31402  0.14
H -2.96370 0.35985 0.97400  0.10
H 0.64074 -1.42870 -0.62861  0.13
H -1.13715 0.72735 -1.29562  0.07
H -1.38578 1.28684 0.90120  0.11
H 0.62072 -1.24612 1.13456  0.13
H 2.53697 1.57924 -0.02351  0.09
H 2.62918 -0.02680 -0.79727  0.09
H 2.63058 0.10873 0.98045  0.09

Summary:
- LUMO (eV) = 1.0
- gap between HOMO and LUMO (eV) = 10.688
- 2S+1 = 1
- SMILES string = COC[C@H]1CN1
- charge = 0

---

Entry 8:
C4H9NO | ωB97M-V/def2-TZVPD

Each line ends with the Löwdin charge.
Positions of all 15 atoms, in Å:
O 0.83355 -2.17487 0.44524  -0.09
N -2.01370 -0.05693 0.32195  0.11
C -1.07902 -0.90793 0.00145  -0.10
C -0.38586 -1.93629 0.56747  -0.34
C 1.12416 1.45952 0.11603  -0.16
C 0.89691 0.32598 -0.87263  -0.20
H 0.02202 0.48472 -1.50225  0.06
H 0.36855 1.46846 0.90474  0.05
H -2.01712 0.45701 1.20016  0.12
H 1.09881 -0.74539 -0.37463  0.09
H -1.09604 -2.71807 0.91453  0.14
H 1.72587 0.27226 -1.58867  0.08
H 2.08810 1.35690 0.61277  0.07
H -2.66369 0.28099 -0.37442  0.11
H 1.09745 2.43363 -0.37175  0.06

Summary:
- LUMO (eV) = 0.3
- gap between HOMO and LUMO (eV) = 8.774
- 2S+1 = 1
- charge = 0

---

Entry 9:
C4H9NO | ωB97M-V/def2-TZVPD

Each line ends with the Löwdin charge.
Positions of all 15 atoms, in Å:
O 2.12656 1.37997 1.24800  -0.01
N 1.24015 0.56688 1.29545  -0.04
C 0.38924 0.10319 -1.45306  -0.07
C -0.61201 -1.44213 0.31809  -0.08
C -0.47296 -0.02846 -0.21234  -0.47
C -0.16749 1.01651 0.85210  -0.17
H 0.04049 -0.56673 -2.23658  0.08
H -1.20920 -1.47623 1.22723  0.08
H 0.37636 1.12365 -1.83381  0.08
H 1.42258 -0.14963 -1.21274  0.08
H 0.37267 -1.83834 0.55340  0.07
H -0.15190 2.04827 0.48848  0.12
H -1.08465 -2.08526 -0.42374  0.08
H -0.78811 0.87275 1.73927  0.12
H -1.48173 0.47557 -0.34975  0.14

Summary:
- LUMO (eV) = 0.3
- gap between HOMO and LUMO (eV) = 8.998
- 2S+1 = 1
- SMILES string = CC(C)CN=O
- charge = 0

---

Entry 10:
C4H9NO | ωB97M-V/def2-TZVPD

Each line ends with the Löwdin charge.
Positions of all 15 atoms, in Å:
O -2.36006 1.35763 0.29218  0.08
N -0.62688 0.26567 0.86694  0.00
C -0.59143 0.96624 -1.37791  0.00
C 0.88270 -1.46887 0.18855  -0.12
C -1.29434 1.02160 -0.10974  -0.56
C 0.79328 -0.04458 0.83572  -0.29
H 1.45261 0.79848 0.34948  0.13
H 0.44914 0.56697 -1.39286  0.08
H 0.06731 -1.79776 -0.46360  0.06
H 1.15486 -0.30954 1.93418  0.13
H 1.81544 -1.56414 -0.37288  0.05
H -1.20640 0.21533 -1.94695  0.13
H -0.54548 1.92903 -1.79081  0.07
H -0.87320 0.25443 1.85054  0.13
H 0.88245 -2.19048 1.13718  0.11

Summary:
- LUMO (eV) = 0.9
- gap between HOMO and LUMO (eV) = 10.035
- 2S+1 = 1
- SMILES string = CCNC(C)=O
- charge = 0